Molecular formula: C5H20F4HfN10O5
Method: DFT, ωB97M-V with the def2-TZVPD basis set

Structure (ORCA input):
```
! wB97M-V def2-TZVPD RIJCOSX def2/J DEFGRID3
* xyz 0 1
Hf 0.13 -0.55 0.08
F 2.11 -0.68 1.34
F -2.11 -1.07 0.25
F 1.39 0.88 -1.11
F 0.24 -2.81 0.74
C -0.57 -1.21 3.53
O -0.41 -0.72 2.43
N -0.22 -2.46 3.89
N -1.24 -0.51 4.49
H -0.34 -2.82 4.81
H 0.22 -3.11 3.25
H -1.55 0.41 4.27
H -1.36 -0.95 5.38
C 2.96 -2.00 -1.45
O 1.78 -1.86 -1.16
N 4.00 -2.15 -0.62
N 3.36 -1.86 -2.77
H 4.93 -1.87 -0.84
H 3.88 -2.24 0.38
H 2.67 -1.67 -3.47
H 4.27 -2.13 -3.10
C -2.44 1.97 -0.90
O -1.40 1.38 -0.59
N -2.92 3.01 -0.20
N -3.14 1.56 -1.96
H -2.52 3.36 0.65
H -3.86 3.25 -0.47
H -4.10 1.86 -2.09
H -2.74 0.92 -2.62
C -0.85 -1.21 -3.28
O -0.58 -0.99 -2.10
N -0.24 -0.62 -4.32
N -1.85 -2.08 -3.57
H 0.43 0.12 -4.21
H -0.57 -0.84 -5.24
H -2.42 -2.41 -2.80
H -1.98 -2.41 -4.51
C 0.70 2.61 1.96
O 0.26 1.64 1.39
N 2.00 3.01 1.90
N -0.06 3.36 2.81
H 2.18 3.94 2.23
H 2.62 2.62 1.21
H 0.33 4.10 3.35
H -1.02 3.20 3.05
*
```

Results
- Frontier orbital gap: 0.3227 Eh
- Relative energy (zero: lowest compared OMol25 entry of this formula, charge and spin): 33.7 kcal per mole
- Largest force on an atom: 0.0669 Eh/bohr
- E_tot: -1574.15813 hartree
- Lowest unoccupied orbital energy: 0.46 eV